Entry 1:
{"formula": "C4F4O", "method": "ωB97M-V/def2-TZVPD", "homo_ev": -9.438, "total_charge": 0, "e_lumo_ev": -0.519, "smiles": "O=C=C(F)C(F)=C(F)F", "orbital_gap_ev": 8.92, "elements": ["F", "F", "F", "F", "O", "C", "C", "C", "C"], "coordinates": [[-1.644371, -0.904936, -1.731709], [0.726235, 0.981675, -1.678706], [1.216125, -0.543743, 1.424246], [2.574618, 0.769785, 0.469139], [-2.009065, -0.020223, 1.655843], [1.403282, 0.203214, 0.408516], [-1.069466, -0.622673, -0.530349], [0.525761, 0.378059, -0.561185], [-1.723118, -0.241154, 0.544209]], "atomic_forces_ev_per_a": [[0.7, 0.2, 1.0], [0.3, 1.0, -1.1], [-0.7, -1.2, 1.7], [0.7, 0.6, -0.3], [-0.2, -0.2, -1.2], [-0.1, 0.7, -1.4], [3.3, 2.4, -1.6], [-4.0, -3.7, 0.9], [-0.1, 0.3, 2.0]]}

***

Entry 2:
{"formula": "C4F7NO2", "method": "ωB97M-V/def2-TZVPD", "homo_ev": -12.061, "total_charge": 0, "e_lumo_ev": -0.402, "smiles": "O=[N+]([O-])C1(F)C(F)(F)C(F)(F)C1(F)F", "orbital_gap_ev": 11.66, "elements": ["F", "F", "F", "F", "F", "F", "F", "O", "O", "N", "C", "C", "C", "C"], "coordinates": [[1.723982, -0.823135, -1.209726], [-0.881905, -1.569317, -1.329605], [-1.699598, 0.799719, 0.790570], [1.576142, 0.727297, 1.253826], [0.444420, 2.154969, 0.188195], [-1.491592, 0.474207, -1.675611], [1.172532, 1.067384, -2.086147], [-0.986444, -0.785623, 2.596920], [0.301255, -1.913693, 1.275434], [-0.402394, -0.992044, 1.579023], [0.686499, 0.882593, 0.282614], [-0.655549, -0.284727, -1.042182], [-0.671127, 0.085677, 0.506888], [0.883779, 0.176692, -1.130200]], "atomic_forces_ev_per_a": [[0.4, -0.6, 0.3], [0.0, 0.0, -0.2], [-1.6, 1.1, 1.1], [0.8, -0.6, 0.1], [-0.4, 1.7, -0.7], [-0.8, 1.0, -0.9], [-0.2, 0.0, -0.2], [-0.1, -0.1, 1.0], [0.5, -0.2, -0.1], [-1.2, 0.5, -1.3], [-0.5, -1.7, 0.5], [1.9, -1.6, 1.7], [2.4, -0.6, -1.4], [-1.2, 1.1, 0.1]]}

***

Entry 3:
{"formula": "C4H10", "method": "ωB97M-V/def2-TZVPD", "homo_ev": -8.497, "total_charge": 0, "e_lumo_ev": 0.908, "orbital_gap_ev": 9.40, "elements": ["C", "C", "C", "C", "H", "H", "H", "H", "H", "H", "H", "H", "H", "H"], "coordinates": [[0.923472, 0.927029, 0.721717], [-1.901326, -0.732727, -0.824348], [1.191037, 1.193145, -0.568058], [0.692456, -0.442513, 1.263664], [2.067295, -0.554990, 0.658010], [-2.953453, -0.650598, -1.082024], [1.520615, 0.464460, -1.297636], [-1.258331, 0.101691, -1.102406], [1.179638, 2.279159, -0.732700], [-1.577557, -1.091360, 0.153207], [-1.564189, -1.549219, -1.467299], [0.315293, -1.126747, 0.533067], [0.781277, 1.761911, 1.420122], [0.583772, -0.579241, 2.324684]], "atomic_forces_ev_per_a": [[-1.5, 0.4, -0.5], [1.1, -1.1, -0.8], [-0.1, 1.7, 1.5], [5.7, 0.4, -2.9], [-3.1, -1.1, 2.9], [0.0, 0.5, 0.7], [-0.3, 0.1, -0.1], [-0.5, 0.3, 0.1], [0.3, -0.7, -0.8], [-1.0, 0.4, 0.2], [0.1, -0.1, -0.3], [-0.8, -0.3, 0.3], [0.0, -0.2, -0.4], [0.2, -0.3, 0.1]]}

***

Entry 4:
{"formula": "C4H10", "method": "ωB97M-V/def2-TZVPD", "homo_ev": -9.167, "total_charge": 0, "e_lumo_ev": 1.070, "smiles": "C=C.CC", "orbital_gap_ev": 10.24, "elements": ["C", "C", "C", "C", "H", "H", "H", "H", "H", "H", "H", "H", "H", "H"], "coordinates": [[2.125479, -0.312616, -1.276331], [-2.334705, -0.035433, 1.197587], [1.676432, -0.198710, 0.135762], [-1.833152, 0.529794, 0.125631], [0.601370, 0.185481, 0.028805], [3.112377, -0.645515, -1.383982], [-2.347854, 0.422465, -0.869277], [2.031684, 0.689731, -1.686141], [-1.105143, 1.360604, 0.018262], [2.101952, 0.598985, 0.794049], [1.445724, -0.875299, -1.939461], [1.813172, -1.162995, 0.824136], [-2.683275, 0.556880, 2.016107], [-2.774331, -1.028547, 1.101609]], "atomic_forces_ev_per_a": [[-1.0, 0.9, -0.8], [-1.3, -0.7, 0.1], [-1.8, -0.5, 2.7], [0.0, 1.7, -2.9], [1.2, -1.3, 0.8], [1.5, -0.5, -0.3], [1.4, -1.5, 0.5], [0.4, 0.3, -0.3], [-1.1, 0.1, 1.0], [0.4, -0.4, -1.0], [0.3, -0.3, 0.6], [-0.8, 1.8, -1.7], [1.4, -0.1, 1.5], [-0.7, 0.5, -0.2]]}

***

Entry 5:
{"formula": "C4H10", "method": "ωB97M-V/def2-TZVPD", "homo_ev": -9.947, "total_charge": 0, "e_lumo_ev": 1.255, "smiles": "C=C.CC", "orbital_gap_ev": 11.20, "elements": ["C", "C", "C", "C", "H", "H", "H", "H", "H", "H", "H", "H", "H", "H"], "coordinates": [[-0.246641, 1.591111, 0.758105], [0.123370, -1.364505, 0.490115], [-0.988905, 1.440042, -0.339976], [0.803289, -0.908866, -0.803711], [0.795108, -1.209494, 1.351139], [-0.282334, 2.516932, 1.343599], [0.419955, 0.793714, 1.105960], [0.131555, -1.063868, -1.664732], [-0.953222, 0.514225, -0.925472], [-0.803131, -0.790293, 0.658879], [-1.655508, 2.237444, -0.687842], [-0.132388, -2.435852, 0.431843], [1.729791, -1.483078, -0.972475], [1.059060, 0.162487, -0.745433]], "atomic_forces_ev_per_a": [[-0.2, 0.4, -0.2], [-0.1, -0.4, 0.0], [-0.1, 0.4, 0.3], [0.4, -0.2, 0.0], [-0.3, -0.2, -0.2], [0.0, -0.4, -0.2], [-0.3, 0.7, 0.0], [0.4, 0.0, 0.2], [-0.2, 0.7, 0.2], [0.4, -0.6, 0.1], [0.3, -0.3, 0.1], [0.1, 0.4, 0.1], [-0.4, 0.2, 0.0], [0.1, -0.7, -0.3]]}

***

Entry 6:
{"formula": "C4H10", "method": "ωB97M-V/def2-TZVPD", "homo_ev": [-14.652, -14.652], "spin_multiplicity": 2, "total_charge": 1, "s2": 0.753, "e_lumo_ev": [-5.717, -9.429], "orbital_gap_ev": [8.93, 5.22], "elements": ["C", "C", "C", "C", "H", "H", "H", "H", "H", "H", "H", "H", "H", "H"], "coordinates": [[1.037068, 1.319911, -3.113524], [0.792832, 1.200240, -1.659336], [-1.155002, -2.615870, 4.859641], [-0.425044, 0.771651, -1.144396], [1.652997, 1.324798, -1.016457], [-0.714251, -2.137033, 3.957528], [-0.522437, 0.758679, -0.064146], [-1.989815, -3.312857, 4.595755], [-1.607341, -1.825862, 5.436441], [-0.568342, -3.275676, 5.486377], [0.931658, 2.290810, -3.653655], [0.448672, 0.604430, -3.670971], [2.110280, 1.181320, -3.174048], [-1.211477, 0.357901, -1.754580]], "atomic_forces_ev_per_a": [[0.6, 0.4, 0.8], [0.1, 0.3, -1.9], [-1.4, -0.6, -0.7], [0.2, -0.4, 1.0], [-0.1, 0.2, 0.4], [0.1, -0.8, 0.7], [-0.4, 0.1, 0.0], [0.5, 0.8, -0.3], [0.0, 0.2, 0.4], [0.9, 0.5, -0.1], [-0.3, -0.1, 0.7], [-0.2, -0.2, -0.2], [0.3, -0.4, -0.6], [-0.2, 0.1, -0.2]]}